C36H35N2O6STeTl as an isolated structure in a non-equilibrium geometry. Source: OMol25; level of theory: ωB97M-V/def2-TZVPD.

XYZ file:
```
82
Properties=species:S:1:pos:R:3
Tl -0.33697 -2.50959 -1.16502
O -3.46020 0.81208 -1.50555
C -3.00090 -0.32344 -1.50264
O -1.87825 -0.69411 -1.88980
C -4.02087 -1.43887 -0.99934
C -3.79862 -2.80897 -1.65988
C -5.07724 -3.65243 -1.46638
C -4.95271 -4.03572 0.02052
C -3.63415 -3.32564 0.39219
O -2.87803 -3.46040 -0.79630
C -3.89961 -1.80985 0.48580
C -2.76474 -1.11005 1.31670
O -3.07206 -0.78709 2.45467
O -1.65004 -0.96419 0.75437
H -5.00672 -1.01923 -1.21885
H -3.40593 -2.77816 -2.67371
H -5.98422 -3.09019 -1.68504
H -5.04891 -4.53728 -2.10428
H -5.79064 -3.69864 0.62947
H -4.84611 -5.11453 0.14348
H -3.10395 -3.75048 1.24360
H -4.81576 -1.59645 1.04192
S -0.41529 -2.63431 -4.41998
C 0.91395 -1.58271 -4.21880
C 1.70253 -1.17973 -5.31468
C 2.81110 -0.39715 -5.08908
C 3.11863 -0.00065 -3.78981
C 2.28358 -0.43658 -2.77948
N 1.22379 -1.19522 -2.97551
H 1.43277 -1.51068 -6.30676
H 3.44856 -0.10569 -5.91280
H 3.97932 0.61357 -3.57257
H 2.46113 -0.17952 -1.74583
C 4.75950 4.71724 -1.92089
C 3.76983 3.67991 -1.47036
C 4.13904 2.60964 -0.67327
C 3.21097 1.67161 -0.22859
C 3.68300 0.52975 0.61942
C 1.87011 1.80234 -0.59854
Te 0.13880 0.61542 0.02484
N 0.99047 -0.99375 0.81235
C 1.04556 -0.95160 2.13958
O 1.11745 0.11397 2.76703
C 1.03608 -2.22996 2.90779
C 0.48445 -3.39917 2.40140
C 0.37197 -4.51833 3.20480
C 0.80497 -4.47852 4.52053
C 1.34716 -3.31157 5.03554
C 1.45908 -2.19335 4.23416
C -0.10363 2.20485 1.48127
C 1.01081 2.75681 2.09195
C 0.88909 3.79781 2.99197
C -0.36583 4.29267 3.29756
C -1.47523 3.76320 2.66799
C -1.36623 2.73077 1.73915
C -2.59306 2.24189 1.04900
C 1.49971 2.85078 -1.44553
C 0.07796 2.98906 -1.89218
C 2.44253 3.77921 -1.85811
H 5.77087 4.45510 -1.61532
H 4.51163 5.69106 -1.49405
H 4.72983 4.81386 -3.00709
H 5.17586 2.50060 -0.38195
H 4.71932 0.67496 0.92335
H 3.61976 -0.40737 0.06449
H 3.06187 0.42712 1.50618
H 0.12406 -3.42071 1.38424
H -0.06995 -5.41986 2.80352
H 0.70594 -5.35563 5.14739
H 1.66164 -3.26722 6.07063
H 1.84973 -1.26119 4.61948
H 1.98844 2.36252 1.88158
H 1.77309 4.21126 3.45368
H -0.47940 5.08960 4.01901
H -2.46218 4.14469 2.89323
H -3.47065 2.78881 1.38903
H -2.74843 1.19282 1.26982
H -2.51643 2.33884 -0.03402
H -0.26557 2.07548 -2.38067
H -0.03521 3.81783 -2.58984
H -0.56125 3.17257 -1.02524
H 2.13904 4.60605 -2.48694
```

Calculated values
E_LUMO (alpha / beta) = 2.09 / -0.58 eV
E_HOMO (alpha / beta) = -5.159 / -5.141 eV
net charge = -1
relative energy (zero: lowest compared OMol25 entry of this formula, charge and spin) = 22.1 kcal/mol
multiplicity = 2
E = -2792.5022 hartree
expectation value of S² = 0.7739
largest force on an atom = 2.3 eV/A